17
Properties=species:S:1:pos:R:3:forces:R:3 method="wB97M-V/def2-TZVPD" smiles="C=C=NC.COC=O" mol_weight_g_mol=115.1 total_energy_ev=-10913.63097 homo_lumo_gap_ev=9.85 e_above_lowest_ev=2.945 homo_energy_ev=-9.0
C 1.0295 -1.8269 1.1532 1.17 -0.26 -0.23
C 0.1100 -1.2656 0.4268 -2.16 0.11 0.16
N -0.8717 -0.6995 -0.0285 1.19 -0.22 0.48
C -2.0317 -1.2347 -0.6829 -0.11 -0.32 -0.49
H 1.9868 -2.0978 0.7203 -0.15 0.03 0.04
H 0.8741 -2.0082 2.2050 -0.16 0.05 0.03
H -2.1051 -2.3198 -0.5968 -0.01 -0.03 0.04
H -2.9150 -0.7657 -0.2499 0.02 -0.03 -0.06
H -1.9763 -0.9584 -1.7452 -0.11 -0.03 0.32
C 1.6041 1.7344 0.3990 0.00 -0.07 1.14
O 0.9903 1.1726 -0.7366 -0.74 0.12 -1.10
C -0.3648 1.4035 -0.9502 1.34 1.58 0.47
O -0.8758 1.3156 -2.0238 0.15 -0.54 0.12
H 2.6604 1.9578 0.2204 -0.30 0.00 -0.51
H 1.1127 2.6494 0.7436 -0.04 -0.01 -0.17
H 1.6026 1.0206 1.2304 -0.17 0.01 -0.07
H -0.8302 1.9229 -0.0848 0.08 -0.40 -0.15

***

9
Properties=species:S:1:pos:R:3:forces:R:3 method="wB97M-V/def2-TZVPD" smiles=Pc1csnn1 mol_weight_g_mol=118.1 total_energy_ev=-25224.60652 homo_lumo_gap_ev=9.74 e_above_lowest_ev=1.190 homo_energy_ev=-9.5
P 0.9512 -0.0289 0.0242 -1.41 1.41 -0.70
C -0.9317 -0.1729 -0.0451 2.24 2.35 -0.65
C -1.6607 0.9958 -0.0462 -1.51 -3.04 0.48
S -3.3096 0.4517 0.0677 1.08 0.65 -0.18
N -2.8303 -1.1733 0.0034 -3.71 0.32 -0.15
N -1.6221 -1.3088 -0.1174 2.46 -1.42 0.37
H 1.0555 -0.7743 1.1446 0.23 -0.92 1.31
H 0.7125 1.1861 0.8087 0.73 -0.73 -0.52
H -1.1972 1.9300 0.0265 -0.09 1.38 0.04

***

What did the first record say?
17
Properties=species:S:1:pos:R:3:forces:R:3 method="wB97M-V/def2-TZVPD" smiles="C=C=NC.COC=O" mol_weight_g_mol=115.1 total_energy_ev=-10913.63097 homo_lumo_gap_ev=9.85 e_above_lowest_ev=2.945 homo_energy_ev=-9.0
C 1.0295 -1.8269 1.1532 1.17 -0.26 -0.23
C 0.1100 -1.2656 0.4268 -2.16 0.11 0.16
N -0.8717 -0.6995 -0.0285 1.19 -0.22 0.48
C -2.0317 -1.2347 -0.6829 -0.11 -0.32 -0.49
H 1.9868 -2.0978 0.7203 -0.15 0.03 0.04
H 0.8741 -2.0082 2.2050 -0.16 0.05 0.03
H -2.1051 -2.3198 -0.5968 -0.01 -0.03 0.04
H -2.9150 -0.7657 -0.2499 0.02 -0.03 -0.06
H -1.9763 -0.9584 -1.7452 -0.11 -0.03 0.32
C 1.6041 1.7344 0.3990 0.00 -0.07 1.14
O 0.9903 1.1726 -0.7366 -0.74 0.12 -1.10
C -0.3648 1.4035 -0.9502 1.34 1.58 0.47
O -0.8758 1.3156 -2.0238 0.15 -0.54 0.12
H 2.6604 1.9578 0.2204 -0.30 0.00 -0.51
H 1.1127 2.6494 0.7436 -0.04 -0.01 -0.17
H 1.6026 1.0206 1.2304 -0.17 0.01 -0.07
H -0.8302 1.9229 -0.0848 0.08 -0.40 -0.15